Entry from OMol25: a molecular structure, C6H9LaO4 at a distorted geometry (the ωB97M-V functional and the def2-TZVPD basis).

The electronic energy comes out at -565.9038 Ha. The value obtained for the gap between HOMO and LUMO (alpha / beta) is 0.2430 / 0.2430 hartree.

Geometry as ORCA input:
```
! wB97M-V def2-TZVPD RIJCOSX def2/J DEFGRID3
* xyz 2 1
La 0.70051 -0.56955 1.58412
O 2.64949 -1.73488 1.83609
O -1.09262 1.21642 1.36211
O 4.32419 -0.79765 0.68729
O -2.54815 1.10050 -0.25575
C 3.82302 -1.69543 1.49075
C -4.31475 -0.29006 -1.16416
C 3.45806 0.07260 0.01505
C -3.02639 0.44968 -1.44417
C 3.14015 1.26349 0.51273
C -1.52258 0.56745 0.36556
H 2.50827 1.92601 -0.07957
H -5.08129 0.39294 -0.77354
H 4.57851 -2.39202 1.87435
H -4.69037 -0.73265 -2.09670
H -2.24269 -0.22617 -1.81187
H 3.51839 1.60678 1.47695
H -3.17758 1.24752 -2.18227
H 3.14808 -0.30767 -0.96018
H -4.15226 -1.09731 -0.43679
*
```